Here is a 2-piece molecular cluster, C5H11O2 overall from the OMol25 dataset. Energies are from ωB97M-V with the def2-TZVPD basis set.

Results
energy relative to the best compared isomer or geometry (same formula, charge and spin) = 43.0 kcal/mol
frontier orbital gap = 7.2 eV
total energy = -9458.1642 eV
total charge = -1
E_HOMO = -3.45 eV

Each line ends with the Löwdin charge.
Atoms and positions in Å:
O1 1.482 0.993 -2.429  -0.118
O2 -0.764 0.446 -2.080  -0.058
C1 0.645 0.217 2.508  -0.160
C2 0.786 -1.043 -2.949  -0.097
C3 -1.628 0.076 1.255  -0.120
C4 -0.247 0.876 1.482  -0.279
C5 0.425 0.321 -2.312  -0.834
H1 0.036 -1.595 -3.580  0.047
H2 -1.552 -0.814 0.648  0.039
H3 0.378 0.796 0.491  0.123
H4 1.553 0.807 2.786  0.067
H5 -0.551 1.844 1.413  0.047
H6 0.992 -0.791 2.285  0.065
H7 1.536 -1.030 -3.789  0.054
H8 1.066 -1.597 -2.069  0.037
H9 0.182 0.133 3.510  0.055
H10 -2.280 0.774 0.658  0.073
H11 -2.059 -0.414 2.173  0.060